# 1
Computed, not measured: 2 unconnected molecules or ions with the total composition C5H16N2O at a distorted geometry, with the ωB97M-V functional and the def2-TZVPD basis.

XYZ file:
```
24
Properties=species:S:1:pos:R:3:lowdin_charge:R:1
C 0.478 2.116 1.562 -0.12
C 0.937 1.432 0.272 -0.23
C -0.173 1.601 -0.809 -0.23
N -1.009 0.433 -1.105 -0.07
C -1.351 -0.501 -0.016 -0.22
C -0.891 -1.907 -0.458 -0.30
N -0.754 -2.955 0.522 -0.01
H 1.250 2.607 2.171 0.07
H -0.116 3.004 1.325 0.06
H -0.114 1.545 2.271 0.06
H 1.054 0.367 0.441 0.06
H 1.873 1.798 -0.094 0.09
H 0.409 1.759 -1.702 0.09
H -0.741 2.522 -0.657 0.10
H -1.861 0.753 -1.542 0.10
H -0.760 -0.264 0.872 0.09
H -2.414 -0.429 0.217 0.11
H -1.556 -2.207 -1.276 0.11
H 0.046 -1.744 -0.971 0.07
H -0.079 -2.781 1.255 0.06
H -1.646 -3.151 0.964 0.06
O 2.294 -1.113 -0.811 -0.05
H 2.734 -0.810 -1.611 0.05
H 2.391 -2.077 -0.822 0.05
```

## Properties
**HOMO-LUMO gap**: 0.33020 Ha
**HOMO level**: -8.20 eV


# 2
Computed, not measured: a molecular structure, C28H28ClN4ORuS, with the ωB97M-V functional and the def2-TZVPD basis.

XYZ file:
```
64
Properties=species:S:1:pos:R:3:lowdin_charge:R:1
Ru -0.102 0.559 1.027 1.08
N 1.500 -0.477 0.253 0.02
C 1.216 -0.982 -1.089 -0.23
C 2.146 -0.780 -2.095 0.01
C 1.940 -1.372 -3.333 -0.01
C 0.833 -2.169 -3.528 0.00
C -0.097 -2.343 -2.505 0.02
C 0.049 -1.728 -1.273 -0.13
C -1.064 -1.787 -0.287 -0.11
C -1.899 -2.885 -0.252 0.02
C -3.014 -2.924 0.581 0.06
C -3.392 -1.823 1.364 -0.01
C -2.635 -0.699 1.303 -0.06
C -1.389 -0.685 0.588 -0.25
H 2.334 0.114 0.203 0.13
H 1.799 -1.272 0.819 0.12
H 3.050 -0.210 -1.916 0.14
H 2.661 -1.225 -4.125 0.14
H 0.676 -2.648 -4.484 0.13
H -0.990 -2.921 -2.700 0.13
H -1.660 -3.749 -0.856 0.14
H -3.619 -3.821 0.620 0.15
H -4.272 -1.884 1.988 0.14
H -2.907 0.174 1.893 0.12
Cl -0.916 2.050 6.184 0.82
C -0.094 0.937 5.188 -0.62
C 0.726 -0.057 5.719 0.00
C 1.366 -0.925 4.851 0.01
C 1.186 -0.788 3.489 -0.08
N 0.397 0.169 2.971 -0.10
C -0.236 1.011 3.810 -0.13
H 0.850 -0.140 6.791 0.14
H 2.010 -1.709 5.225 0.14
H 1.688 -1.458 2.809 0.11
H -0.857 1.781 3.361 0.11
C -4.677 1.784 -2.871 -0.08
C -4.370 2.636 -1.649 -0.22
C -3.063 2.268 -0.957 -0.19
N -1.944 2.489 -1.881 0.08
C -0.678 2.647 -1.593 -0.65
S -0.147 2.670 0.090 0.73
N 0.283 2.860 -2.507 0.12
C 0.242 2.611 -3.962 -0.35
O 1.120 1.924 -4.383 0.17
C -0.837 3.254 -4.735 -0.20
C -1.277 2.627 -5.912 0.01
C -2.253 3.243 -6.702 -0.03
C -2.761 4.477 -6.335 -0.03
C -2.302 5.119 -5.188 -0.03
C -1.338 4.503 -4.376 -0.03
H -5.648 2.053 -3.284 0.09
H -4.705 0.721 -2.626 0.08
H -3.955 1.923 -3.683 0.07
H -5.163 2.536 -0.907 0.12
H -4.341 3.697 -1.913 0.13
H -3.056 1.211 -0.668 0.10
H -2.896 2.883 -0.073 0.10
H -2.195 2.583 -2.861 0.13
H 1.231 2.832 -2.154 0.14
H -0.850 1.674 -6.199 0.13
H -2.598 2.767 -7.610 0.12
H -3.505 4.958 -6.957 0.13
H -2.672 6.105 -4.937 0.12
H -0.957 5.010 -3.499 0.12
```

## Properties
**Net charge**: +3
**HOMO-LUMO gap (spin up / spin down)**: 0.16534 / 0.16539 Ha
**HOMO level (spin up / spin down)**: -16.47 / -16.47 eV


# 3
Computed, not measured: C3H6N2S2 in the gas phase at a distorted geometry, with the ωB97M-V functional and the def2-TZVPD basis.

XYZ file:
```
13
Properties=species:S:1:pos:R:3:lowdin_charge:R:1
N -1.989 -0.204 0.544 0.04
C -0.872 -0.236 -0.408 -0.34
C 0.275 -1.186 -0.152 -0.12
N 1.175 0.005 -0.101 -0.51
S 2.827 0.199 0.247 0.78
C 0.166 0.901 -0.208 -0.85
S 0.144 2.538 0.014 0.60
H -2.506 0.655 0.407 0.07
H -1.762 -0.230 1.534 0.08
H -1.301 -0.219 -1.409 0.14
H 0.552 -1.882 -0.968 0.12
H 0.225 -1.798 0.746 0.12
H 3.068 1.455 -0.247 -0.12
```

## Properties
**HOMO-LUMO gap**: 0.33569 Ha
**HOMO level**: -8.50 eV